Entry 1:
{
  "formula": "C22H21Cl2NO3",
  "method": "ωB97M-V with the def2-TZVPD basis set",
  "homo_lumo_gap_ev": 8.12,
  "total_energy_ev": -55832.253,
  "mol_weight_g_mol": 418.320,
  "smiles": "CCOc1cc(CNc2ccc(O)cc2)ccc1OCc1ccc(Cl)cc1Cl",
  "e_lumo_ev": 0.697,
  "e_above_lowest_ev": 0.343,
  "spin_multiplicity": 1,
  "symbols": ["C", "C", "O", "C", "C", "C", "C", "N", "C", "C", "C", "C", "O", "C", "C", "C", "C", "C", "O", "C", "C", "C", "C", "C", "Cl", "C", "C", "Cl", "H", "H", "H", "H", "H", "H", "H", "H", "H", "H", "H", "H", "H", "H", "H", "H", "H", "H", "H", "H", "H"],
  "positions_angstrom": [[2.2083, 2.2583, 1.7464], [0.8053, 1.8232, 1.3327], [0.5232, 2.0999, -0.0267], [0.8651, 1.1967, -0.9947], [1.6684, 0.0902, -0.7548], [1.9554, -0.8435, -1.7383], [2.7081, -2.1172, -1.4086], [2.7273, -2.4743, -0.0071], [1.5728, -2.4134, 0.7620], [1.6766, -2.2264, 2.1429], [0.5549, -2.1395, 2.9393], [-0.7128, -2.2348, 2.3744], [-1.7989, -2.1037, 3.1899], [-0.8259, -2.4533, 1.0082], [0.2992, -2.5434, 0.2104], [1.4949, -0.6162, -3.0258], [0.7198, 0.4942, -3.2921], [0.3591, 1.3902, -2.2918], [-0.4758, 2.4037, -2.6927], [-1.3609, 2.9810, -1.7574], [-2.1660, 1.9620, -0.9912], [-2.4424, 0.7207, -1.5522], [-3.1353, -0.2526, -0.8574], [-3.5653, 0.0194, 0.4298], [-4.4395, -1.1812, 1.3155], [-3.3258, 1.2502, 1.0159], [-2.6333, 2.2110, 0.2966], [-2.3765, 3.7480, 1.0358], [2.9713, 1.7270, 1.1835], [2.3492, 2.0621, 2.8057], [2.3314, 3.3230, 1.5642], [0.6323, 0.7631, 1.5547], [0.0688, 2.4121, 1.8875], [2.0624, -0.0611, 0.2352], [3.7467, -2.0333, -1.7430], [2.2547, -2.9397, -1.9753], [3.5445, -2.1526, 0.4912], [2.6565, -2.1365, 2.5920], [0.6411, -1.9833, 4.0029], [-2.6079, -2.1476, 2.6624], [-1.8056, -2.5475, 0.5610], [0.1790, -2.7005, -0.8492], [1.7242, -1.3153, -3.8159], [0.3418, 0.6786, -4.2858], [-0.8227, 3.6311, -1.0596], [-2.0293, 3.6021, -2.3663], [-2.1083, 0.5155, -2.5571], [-3.3405, -1.2079, -1.3131], [-3.6697, 1.4615, 2.0158]],
  "nbo_charge": [-0.634, -0.070, -0.522, 0.234, -0.283, -0.032, -0.236, -0.601, 0.128, -0.240, -0.254, 0.272, -0.681, -0.288, -0.205, -0.224, -0.258, 0.307, -0.512, -0.102, 0.017, -0.209, -0.223, -0.037, 0.000, -0.248, -0.047, 0.016, 0.207, 0.216, 0.215, 0.189, 0.197, 0.225, 0.218, 0.198, 0.376, 0.205, 0.223, 0.484, 0.209, 0.210, 0.210, 0.224, 0.214, 0.205, 0.234, 0.229, 0.243]
}

Entry 2:
{
  "formula": "C20H32N3",
  "method": "ωB97M-V with the def2-TZVPD basis set",
  "homo_lumo_gap_ev": 5.93,
  "total_energy_ev": -25722.364,
  "mol_weight_g_mol": 314.497,
  "total_charge": 1,
  "e_lumo_ev": -4.581,
  "e_above_lowest_ev": 0.000,
  "spin_multiplicity": 1,
  "symbols": ["C", "N", "C", "C", "C", "C", "C", "C", "C", "C", "C", "C", "H", "H", "H", "H", "H", "H", "H", "H", "H", "H", "H", "H", "H", "H", "C", "C", "C", "N", "C", "C", "C", "C", "C", "N", "C", "H", "H", "H", "H", "H", "H", "H", "H", "H", "H", "H", "H", "H", "H", "H", "H", "H", "H"],
  "positions_angstrom": [[4.1262, -1.2943, -2.9610], [3.6160, -0.6059, -1.7809], [4.1161, 0.7386, -1.5189], [2.7907, -1.2102, -0.9353], [2.2804, -0.6095, 0.2298], [1.1127, -1.0501, 0.8324], [0.5659, -0.4548, 2.0234], [-0.8163, -0.5722, 2.3273], [-1.3620, 0.0738, 3.4320], [-0.5396, 0.8256, 4.2843], [0.8312, 0.9318, 4.0186], [1.3840, 0.3004, 2.9056], [4.7452, -0.5880, -3.5217], [4.7349, -2.1665, -2.6774], [3.3012, -1.6476, -3.5970], [4.7252, 1.0309, -2.3790], [3.2877, 1.4499, -1.3943], [4.7375, 0.7580, -0.6112], [2.4666, -2.2284, -1.1871], [2.7943, 0.2782, 0.6179], [0.5034, -1.7955, 0.3122], [-1.4462, -1.1596, 1.6549], [-2.4311, -0.0071, 3.6330], [-0.9676, 1.3301, 5.1516], [1.4780, 1.5114, 4.6787], [2.4521, 0.3834, 2.6953], [3.3281, -6.7169, -2.4364], [2.5503, -5.7039, -3.3100], [1.6178, -4.9472, -2.3520], [2.0962, -5.2357, -1.0193], [1.1337, -5.0333, 0.0130], [1.7767, -5.1234, 1.3932], [0.7614, -4.9462, 2.5384], [1.5655, -4.2359, 3.6452], [2.7730, -3.5865, 2.9378], [2.7290, -4.1007, 1.6033], [2.8576, -6.4779, -0.9887], [3.1129, -7.7483, -2.7359], [4.4072, -6.5458, -2.5031], [3.2360, -4.9989, -3.7903], [1.9669, -6.2104, -4.0844], [1.6287, -3.8582, -2.5130], [0.5672, -5.2707, -2.4891], [0.6983, -4.0225, -0.0975], [0.2960, -5.7647, -0.0201], [2.2274, -6.1338, 1.4805], [-0.0535, -4.2941, 2.1890], [0.3482, -5.9123, 2.8466], [0.9584, -3.4942, 4.1739], [1.9326, -4.9808, 4.3611], [2.6774, -2.4878, 2.9286], [3.7162, -3.8131, 3.4665], [3.5122, -3.9828, 0.9801], [2.2471, -7.3317, -0.6269], [3.7033, -6.3909, -0.2881]],
  "nbo_charge": [-0.420, -0.292, -0.431, 0.229, -0.373, 0.020, -0.071, -0.156, -0.217, -0.143, -0.215, -0.167, 0.230, 0.231, 0.232, 0.233, 0.234, 0.228, 0.237, 0.231, 0.222, 0.221, 0.236, 0.235, 0.234, 0.214, -0.414, -0.413, -0.198, -0.471, -0.191, -0.046, -0.396, -0.413, -0.200, -0.672, -0.219, 0.223, 0.212, 0.201, 0.224, 0.161, 0.174, 0.172, 0.172, 0.166, 0.191, 0.226, 0.216, 0.215, 0.160, 0.181, 0.387, 0.176, 0.196]
}

Entry 3:
{
  "formula": "C5H12NO",
  "method": "ωB97M-V with the def2-TZVPD basis set",
  "homo_lumo_gap_ev": [9.94, 8.74],
  "total_energy_ev": -8910.520,
  "mol_weight_g_mol": 102.157,
  "s2": 0.773,
  "e_lumo_ev": [0.892, -1.267],
  "e_above_lowest_ev": 4.667,
  "spin_multiplicity": 2,
  "symbols": ["O", "C", "C", "C", "C", "C", "N", "H", "H", "H", "H", "H", "H", "H", "H", "H", "H", "H", "H"],
  "positions_angstrom": [[0.7221, 1.0466, 1.1544], [1.0819, -0.0071, 0.6426], [0.3331, -0.6038, -0.5781], [-0.6908, 0.4273, -1.1492], [-1.9434, 0.4094, -0.1568], [-2.4046, -1.0861, -0.1117], [1.5623, -0.1967, -1.1084], [1.5620, -0.8478, 1.3079], [0.0427, -1.6405, -0.3538], [-0.3486, 1.5231, -1.0379], [-0.7558, 0.3513, -2.2270], [-2.8275, 0.9497, -0.4817], [-1.6748, 0.7205, 0.8737], [-1.6893, -1.6983, 0.6126], [-3.4160, -1.1108, 0.4168], [-2.5223, -1.7076, -0.9691], [2.4384, -0.7228, -0.9438], [5.0279, 2.5426, 1.7663], [5.5026, 1.6510, 2.3433]],
  "nbo_charge": [-0.481, 0.339, -0.121, -0.424, -0.407, -0.619, -0.515, 0.143, 0.224, 0.243, 0.229, 0.210, 0.227, 0.181, 0.208, 0.209, 0.353, 0.008, -0.008]
}

Entry 4:
{
  "formula": "C26H23Br2IrN5O5S2",
  "method": "ωB97M-V with the def2-TZVPD basis set",
  "homo_lumo_gap_ev": 7.64,
  "total_energy_ev": -209623.007,
  "mol_weight_g_mol": 901.659,
  "total_charge": -1,
  "e_lumo_ev": 2.336,
  "e_above_lowest_ev": 0.000,
  "spin_multiplicity": 1,
  "symbols": ["Ir", "O", "S", "O", "N", "C", "S", "C", "C", "C", "C", "C", "C", "H", "H", "H", "H", "N", "C", "C", "C", "C", "C", "N", "H", "H", "H", "H", "H", "H", "C", "C", "O", "H", "H", "H", "Br", "N", "C", "C", "C", "C", "C", "N", "H", "H", "H", "H", "H", "H", "Br", "C", "C", "C", "C", "C", "C", "C", "O", "O", "H", "H", "H", "H"],
  "positions_angstrom": [[0.2132, 0.1812, 0.0897], [-4.4864, -3.8797, 0.3780], [-4.4308, -2.8747, 1.4049], [-5.6576, -2.2216, 1.7712], [-3.2716, -1.7705, 1.0610], [-2.2690, -1.8364, 1.8902], [-0.8873, -0.8707, 1.9682], [-2.4235, -2.8702, 2.9785], [-1.5608, -3.2037, 4.0115], [-1.9595, -4.1922, 4.9003], [-3.1886, -4.8341, 4.7604], [-4.0459, -4.5077, 3.7175], [-3.6293, -3.5253, 2.8424], [-0.6085, -2.7004, 4.1075], [-1.3051, -4.4703, 5.7168], [-3.4761, -5.5975, 5.4723], [-5.0015, -4.9998, 3.5943], [2.4783, -2.3146, 0.6720], [2.6237, -1.3222, 1.5423], [3.6203, -1.4599, 2.5525], [3.8332, -0.4756, 3.4619], [3.0561, 0.6833, 3.3772], [2.1103, 0.7590, 2.3967], [1.8484, -0.2086, 1.4734], [3.1572, -3.0519, 0.7055], [1.8397, -2.2860, -0.1445], [4.2058, -2.3704, 2.5572], [4.5982, -0.5851, 4.2210], [3.1833, 1.5169, 4.0523], [1.4999, 1.6418, 2.3046], [-1.3767, -1.9165, -1.5763], [-0.0272, -1.5800, -0.9362], [0.8125, -2.4463, -1.1377], [-1.1933, -2.6998, -2.3083], [-1.8867, -1.0783, -2.0393], [-2.0369, -2.3030, -0.8013], [-0.5200, 2.4611, 1.4493], [-0.1074, 0.8289, -3.3024], [-1.0898, 1.3234, -2.5129], [-2.0433, 2.1905, -3.0920], [-3.1635, 2.5497, -2.3989], [-3.3672, 2.0219, -1.1256], [-2.3873, 1.2286, -0.5964], [-1.2236, 0.9080, -1.2307], [0.0499, 1.3140, -4.1680], [0.7240, 0.4463, -2.8423], [-1.8718, 2.5294, -4.1050], [-3.8938, 3.2100, -2.8501], [-4.2537, 2.2297, -0.5463], [-2.5047, 0.7846, 0.3792], [5.7424, 1.2174, 0.3006], [4.3798, 2.5195, 0.0577], [4.5912, 3.7486, 0.6580], [3.6221, 4.7365, 0.5662], [2.4429, 4.4859, -0.1146], [2.2384, 3.2451, -0.6948], [3.1969, 2.2413, -0.6242], [2.9598, 0.9413, -1.3418], [3.8394, 0.5010, -2.0609], [1.7942, 0.3417, -1.2827], [5.5096, 3.9225, 1.2020], [3.7890, 5.6949, 1.0419], [1.6620, 5.2313, -0.1684], [1.3103, 3.0424, -1.2097]],
  "nbo_charge": [0.824, -0.940, 2.300, -0.938, -0.789, 0.085, -0.030, -0.013, -0.200, -0.207, -0.209, -0.177, -0.332, 0.242, 0.211, 0.209, 0.225, -0.775, 0.443, -0.301, -0.132, -0.338, 0.070, -0.520, 0.377, 0.431, 0.204, 0.207, 0.220, 0.250, -0.745, 0.491, -0.639, 0.218, 0.218, 0.263, -0.689, -0.793, 0.420, -0.312, -0.125, -0.319, 0.129, -0.494, 0.385, 0.444, 0.207, 0.211, 0.229, 0.248, 0.054, -0.062, -0.254, -0.207, -0.198, -0.185, -0.115, 0.772, -0.627, -0.794, 0.219, 0.208, 0.217, 0.228]
}

Entry 5:
{
  "formula": "C8H5Cl2NO3PrRu",
  "method": "ωB97M-V with the def2-TZVPD basis set",
  "homo_lumo_gap_ev": [6.97, 6.42],
  "total_energy_ev": -57652.950,
  "mol_weight_g_mol": 476.016,
  "total_charge": 4,
  "s2": 15.798,
  "e_lumo_ev": [-15.747, -18.553],
  "spin_multiplicity": 8,
  "symbols": ["Ru", "Pr", "Cl", "Cl", "C", "C", "C", "O", "O", "O", "C", "C", "C", "N", "C", "C", "H", "H", "H", "H", "H"],
  "positions_angstrom": [[-0.2866, -1.5682, -4.2334], [0.2315, -0.6350, -0.8681], [-1.6696, -0.2716, -2.7023], [2.2941, -1.6239, -1.9450], [-1.1020, -1.8720, 0.8894], [-0.6420, -0.2634, -5.4239], [0.2052, -2.6473, -5.6140], [-1.5147, -2.3297, 1.8791], [-0.8869, 0.4887, -6.2877], [0.4433, -3.2111, -6.6214], [0.4910, 2.0286, 3.7376], [-0.6297, 2.1901, 2.9085], [-0.8190, 1.3309, 1.8299], [0.1308, 0.4358, 1.4487], [1.1315, 0.1541, 2.3301], [1.3356, 0.9377, 3.4753], [0.6548, 2.7415, 4.5503], [-1.4228, 2.9136, 3.0939], [-1.7695, 1.2709, 1.2766], [1.6748, -0.7752, 2.1099], [2.1501, 0.7055, 4.1663]],
  "mulliken_spin": [3.695, 2.050, 0.109, 0.046, -0.002, -0.071, -0.181, 0.002, 0.145, 0.204, -0.031, 0.194, 0.320, -0.060, 0.319, 0.225, 0.005, 0.003, 0.014, 0.012, 0.002]
}

Entry 6:
{
  "formula": "C40H52Li2O20S",
  "method": "ωB97M-V with the def2-TZVPD basis set",
  "homo_lumo_gap_ev": 6.12,
  "total_energy_ev": -94506.922,
  "mol_weight_g_mol": 898.785,
  "e_lumo_ev": -1.057,
  "e_above_lowest_ev": 4.796,
  "spin_multiplicity": 1,
  "symbols": ["Li", "Li", "S", "O", "O", "O", "O", "C", "O", "H", "H", "H", "H", "C", "O", "H", "H", "H", "H", "C", "O", "H", "H", "H", "H", "C", "O", "H", "H", "H", "H", "C", "C", "C", "C", "C", "C", "O", "O", "H", "H", "H", "H", "H", "H", "C", "C", "C", "C", "C", "C", "O", "O", "H", "H", "H", "H", "H", "H", "C", "C", "C", "C", "C", "C", "O", "O", "H", "H", "H", "H", "H", "H", "C", "C", "C", "C", "C", "C", "O", "O", "H", "H", "H", "H", "H", "H", "C", "C", "C", "C", "C", "C", "O", "O", "H", "H", "H", "H", "H", "H", "C", "C", "C", "C", "C", "C", "O", "O", "H", "H", "H", "H", "H", "H"],
  "positions_angstrom": [[3.6399, 1.9121, -0.4135], [-0.5463, -0.5237, 2.9499], [0.9772, 0.2034, 0.0395], [0.1265, 1.0312, -0.8580], [1.1904, -1.0147, -0.6625], [2.2182, 0.8888, 0.3086], [0.2756, 0.0024, 1.3801], [2.4204, 4.0969, -2.8133], [2.1854, 3.1646, -1.8329], [2.4470, 5.1301, -2.3524], [1.2644, 4.2248, -3.3012], [3.1371, 3.8532, -3.5699], [1.3444, 2.6409, -1.8153], [-1.0591, 2.2089, 4.5567], [-0.2980, 1.3187, 3.7784], [-0.4481, 2.8262, 5.3729], [-1.6749, 1.7443, 5.3917], [-1.7538, 3.0392, 4.1413], [0.6224, 1.4481, 3.6752], [-2.8995, -1.2727, 1.9787], [-2.3819, -1.4151, 3.2962], [-2.2389, -1.0159, 1.2871], [-3.7266, -0.7876, 1.7083], [-3.0403, -2.2282, 1.6696], [-3.0676, -1.4078, 3.9576], [0.5556, -3.1725, 3.9017], [0.9696, -1.8719, 3.5121], [0.6548, -3.9857, 3.3744], [-0.5945, -3.1958, 3.8252], [0.8215, -3.4991, 4.8546], [1.6632, -2.0402, 3.1211], [2.5280, 3.5664, 4.1738], [2.2597, 4.9601, 4.5206], [1.5495, 5.7039, 3.6123], [0.9770, 5.0584, 2.5500], [1.3445, 3.7685, 2.0512], [2.1907, 3.0057, 2.9393], [2.5417, 1.6970, 2.7931], [1.2823, 7.0250, 3.8584], [2.9996, 2.9357, 4.8639], [2.5330, 5.3426, 5.4624], [0.4108, 5.4624, 1.9631], [1.2469, 3.4788, 0.9163], [2.3131, 1.4902, 1.9023], [0.4436, 7.5291, 3.2833], [3.9216, -1.9540, 1.8349], [4.2532, -2.2053, 3.0751], [4.4161, -3.5478, 3.5007], [3.9020, -4.5286, 2.6528], [3.4693, -4.3169, 1.3601], [3.4166, -2.9811, 0.9525], [2.9487, -2.6891, -0.3275], [4.7932, -3.8674, 4.7850], [4.2043, -1.0184, 1.3548], [4.7053, -1.3672, 3.7595], [4.0041, -5.7294, 2.9124], [3.1186, -5.0209, 0.7228], [2.3370, -2.1093, -0.3875], [4.6396, -4.7227, 4.8405], [-1.2467, -4.6699, 1.1966], [-0.7018, -3.7192, 0.3988], [-1.0920, -3.5782, -0.9804], [-2.1046, -4.3598, -1.4635], [-2.7592, -5.3232, -0.6007], [-2.2810, -5.4368, 0.7105], [-2.8671, -6.4010, 1.6352], [-0.4839, -2.5236, -1.6776], [-0.7062, -4.9379, 2.3489], [0.1290, -3.2345, 0.7529], [-2.6736, -4.1327, -2.5639], [-3.6318, -5.6772, -1.0003], [-3.7721, -6.6253, 1.3934], [-0.1288, -1.9793, -1.0755], [2.7355, -1.9053, -5.1196], [3.4081, -1.0196, -6.0652], [3.2210, 0.3946, -6.0910], [2.4951, 0.9533, -5.0326], [1.9838, 0.1130, -4.0122], [2.2260, -1.2092, -3.9430], [1.7388, -2.0537, -3.0511], [3.4683, 1.1754, -7.2460], [2.8742, -2.8388, -5.3709], [3.7412, -1.5798, -7.0569], [2.3568, 2.0789, -4.8084], [1.7005, 0.6562, -3.0593], [1.6173, -1.7123, -2.0889], [3.7091, 2.1555, -7.2839], [-4.3443, 2.7656, 1.9097], [-3.1053, 3.1352, 1.5274], [-2.6516, 2.6811, 0.2307], [-3.4790, 1.8659, -0.5761], [-4.7353, 1.5036, -0.2124], [-5.1950, 1.9405, 1.0269], [-6.3422, 1.4977, 1.6422], [-1.3862, 2.9536, -0.1400], [-4.4882, 3.2590, 2.8704], [-2.4755, 3.8132, 2.0905], [-3.3524, 1.5297, -1.5837], [-5.5001, 0.9613, -0.8438], [-6.7262, 0.9757, 1.0876], [-0.8848, 2.2056, -0.6786], [-3.4831, 1.3966, -5.6914], [-2.5061, 1.9909, -4.9802], [-1.8357, 1.3800, -3.8983], [-2.1925, 0.0866, -3.4617], [-3.1929, -0.5490, -4.2284], [-4.0044, 0.1281, -5.1817], [-4.9917, -0.5011, -5.9294], [-0.9152, 2.0227, -3.0964], [-3.9364, 1.9224, -6.4550], [-2.2068, 3.0172, -5.4849], [-1.5864, -0.3841, -2.7999], [-3.6348, -1.6239, -3.9452], [-4.9775, -1.4254, -6.0513], [-0.3603, 1.5729, -2.3804]],
  "mulliken_charge": [0.721, 0.694, -0.155, -0.778, -0.570, -0.569, 1.188, -0.887, -0.368, 0.322, 0.180, 0.379, 0.251, -0.706, -0.229, 0.237, 0.326, 0.157, 0.193, -1.046, -0.423, -0.073, 0.708, 0.766, 0.200, -1.201, -0.130, 0.498, 0.310, 0.482, -0.158, -0.373, -0.637, 0.699, -1.468, 0.549, -0.188, -0.634, -0.676, 0.495, 0.484, 0.931, -0.128, 0.545, 0.373, -0.325, -0.234, 0.723, -0.369, -0.935, 0.630, -0.386, -0.526, 0.245, 0.238, 0.061, 0.695, 0.332, 0.249, 0.079, 0.098, -0.193, -0.322, -0.942, 0.793, -0.577, -0.304, -0.247, 0.549, 0.056, 0.408, 0.288, 0.127, -0.977, -0.475, 0.569, -0.223, 0.517, 0.125, -0.467, -0.584, 0.655, 0.218, 0.054, -0.229, 0.268, 0.320, -0.520, -0.379, 0.074, -0.218, -0.549, 0.484, -0.496, -0.560, 0.341, 0.585, 0.328, 0.261, 0.251, 0.296, -0.424, -0.712, 0.712, -0.378, -0.407, 0.269, -0.574, -0.464, 0.502, 0.147, 0.703, -0.004, 0.308, 0.146]
}